Molecular formula: C8H17N2O5Ti
Method: DFT, ωB97M-V with the def2-TZVPD basis set

Multiplicity = 3
LUMO level (spin up / spin down) = -2.570 / -2.601 eV
Total charge = +1
HOMO (spin up / spin down) = -10.48 / -13.50 eV

The geometry in XYZ format:
```
33
C8H17N2O5Ti | the Open Molecules 2025 dataset | ωB97M-V with the def2-TZVPD basis set
C 1.36 -0.51 2.58
H -0.23 -3.94 0.95
H -2.45 -0.14 1.15
Ti 0.23 0.10 0.86
H 0.90 4.19 0.35
C -2.27 3.15 0.82
H -3.18 3.17 0.23
H -1.19 4.37 -0.56
C 0.34 -3.02 0.83
O 0.84 0.56 3.00
O 0.07 -1.33 -0.86
H -1.09 2.68 -0.93
H 0.01 -1.74 3.77
H 1.40 -3.23 0.99
H -2.35 3.97 1.54
C 0.69 -1.83 2.94
H 1.38 -2.66 3.07
H 0.21 3.25 1.66
N -1.98 0.66 0.75
N 1.03 2.08 0.13
H 1.17 2.13 -0.87
C 0.30 3.30 0.57
O 0.31 -3.46 -1.48
C -2.23 1.85 1.62
H 1.96 2.07 0.55
O -0.12 -2.01 1.72
C 0.22 -2.50 -0.58
H -2.41 0.81 -0.16
H 0.29 -3.08 -2.37
C -1.07 3.39 -0.10
O 2.13 -0.56 1.55
H -3.17 1.73 2.16
H -1.44 1.88 2.38
```

=====

Molecular formula: C37H62BGaN10OS
Method: DFT, ωB97M-V with the def2-TZVPD basis set

Multiplicity = 1
LUMO level = -4.150 eV
Total charge = +2
HOMO = -13.33 eV

The geometry in XYZ format:
```
113
C37H62BGaN10OS | the Open Molecules 2025 dataset | ωB97M-V with the def2-TZVPD basis set
C 0.97 2.94 3.47
H -4.20 5.70 -2.36
H -0.74 -6.95 -2.08
H 1.62 -7.42 -2.82
H -3.93 0.34 2.24
C 3.98 -1.55 -0.52
C -3.26 5.90 -1.86
C -3.34 3.60 -0.95
S -1.97 -2.51 -0.01
C -0.84 -3.74 -0.37
H -4.25 3.37 -1.50
C 0.72 -5.36 0.85
C -2.17 4.08 -3.14
H 4.68 -1.33 0.28
C -2.00 -7.91 0.27
C 0.01 -6.62 0.52
C 1.67 -1.32 -1.40
C 0.85 -7.13 -3.53
N -0.32 2.23 1.79
H 2.68 -0.94 1.89
C -0.83 1.73 2.95
H 0.46 -8.04 -3.99
N 0.01 -4.13 0.61
H -3.62 4.00 0.02
H -2.34 0.71 -0.28
C -1.23 -9.03 -0.02
H 1.86 -7.67 0.28
H -3.07 -7.99 0.30
C -1.38 -6.70 0.54
C -1.81 -0.34 3.90
H -3.10 4.00 -3.71
H -2.48 -0.13 1.40
C 4.00 1.32 -0.29
N 1.81 1.48 0.09
H -3.92 1.35 4.35
H -1.71 -9.97 -0.24
H -2.52 1.28 -2.44
H -0.16 1.94 5.05
C 2.07 -1.33 1.08
H 1.95 4.74 4.08
H 1.59 -2.41 -1.42
C 2.62 -0.89 -0.29
H 0.75 -9.83 -0.25
C -2.98 1.87 4.12
H -3.08 1.58 1.33
N -1.47 0.55 -0.78
C 0.78 -7.75 0.26
C 0.46 5.87 0.13
H -1.04 -6.09 -3.58
N -0.78 -4.28 -1.58
H -1.27 -0.18 4.83
H 1.33 1.50 -2.49
C -1.77 0.52 -2.24
O 1.80 -5.29 1.37
H 1.05 7.87 0.51
C -2.47 4.59 -1.73
C 2.08 3.66 4.16
H 4.98 0.92 -0.50
N -0.35 3.90 -0.48
H 3.05 3.40 3.74
C 0.16 -8.95 -0.03
H 4.27 4.66 -0.32
N 0.65 4.55 0.20
H 1.04 -0.99 1.22
H -3.22 2.82 3.65
C -1.19 4.85 -0.97
B 1.61 3.76 1.10
C 0.27 -5.07 -2.22
C -2.12 0.99 3.20
H -1.52 4.78 -3.68
H -1.54 -3.98 -2.18
H 0.05 -0.16 -3.18
H 0.11 -3.47 1.36
H -0.79 1.11 -4.06
H 4.74 4.05 1.27
H -1.98 -5.83 0.78
Ga -0.12 1.92 -0.24
C -0.02 2.15 4.00
H 1.32 -6.54 -4.32
H 0.72 -4.44 -3.00
H 0.25 2.68 -2.79
C -0.69 6.09 -0.62
H -2.20 -0.45 -2.49
H 2.08 3.39 5.22
H 5.62 3.53 -0.17
H -1.11 7.05 -0.85
H 2.37 4.51 1.63
H -2.72 6.63 -2.46
C -0.27 -6.35 -2.85
H 4.42 -1.25 -1.47
C -2.94 0.69 1.95
C 1.36 6.87 0.77
H 0.66 -0.94 -1.24
C 2.80 0.62 -0.24
N 0.78 2.99 2.14
H -1.21 -0.99 3.26
H 1.33 6.78 1.86
H -2.48 2.08 5.06
H 3.85 -2.64 -0.55
H -2.73 -0.87 4.13
C 4.63 3.79 0.22
N 2.40 2.71 0.28
C 3.71 2.63 0.05
H 2.03 -1.00 -2.38
H -2.81 2.65 -0.77
H 2.09 -2.42 1.14
H -1.71 3.10 -3.15
H -3.48 6.33 -0.88
H -1.21 -0.41 -0.48
H 2.40 6.73 0.45
H 1.05 -5.29 -1.50
C -0.51 0.77 -3.07
N 0.35 1.75 -2.38
```

=====

Molecular formula: C4H11N4
Method: DFT, ωB97M-V with the def2-TZVPD basis set

Multiplicity = 1
LUMO level = -3.397 eV
Total charge = +1
SMILES = [H]/N=C1/CN(C)[NH2+]N1C
HOMO = -14.18 eV

The geometry in XYZ format:
```
19
C4H11N4 | the Open Molecules 2025 dataset | ωB97M-V with the def2-TZVPD basis set
N -2.01 -1.80 0.31
H 0.55 1.51 -0.27
N 1.16 -0.46 -0.49
H -0.72 1.68 1.38
N 0.27 0.61 -0.81
H 0.66 0.17 1.50
H 2.26 0.61 0.88
H 0.25 -1.98 -1.84
N -1.00 0.34 -0.32
C -1.59 1.30 0.72
H 0.27 0.74 -1.86
C 1.49 -0.19 0.86
C -1.07 -1.11 -0.16
H -2.31 2.07 0.29
C 0.30 -1.60 -0.71
H -2.77 -1.34 0.76
H 0.67 -2.47 -0.24
H 1.82 -1.15 1.27
H -2.22 0.82 1.42
```

=====

Molecular formula: C4H6O2
Method: DFT, ωB97M-V with the def2-TZVPD basis set

Multiplicity = 1
LUMO level (spin up / spin down) = -0.377 / -0.465 eV
HOMO (spin up / spin down) = -7.58 / -7.50 eV

The geometry in XYZ format:
```
12
C4H6O2 | the Open Molecules 2025 dataset | ωB97M-V with the def2-TZVPD basis set
H -1.09 -0.91 1.13
H -0.05 1.65 0.46
O 1.14 1.79 -1.21
H -1.34 -0.38 -1.73
H 1.70 -0.84 1.38
C -1.05 -0.27 -0.69
C 0.39 -0.39 -0.39
H 1.07 -0.74 -1.16
C 0.71 -0.73 0.96
O -0.30 -0.79 1.77
H -1.67 0.43 -0.13
C 0.49 1.19 -0.39
```

=====

Let's list E in order: -1650.08175, -4417.48100, -377.65359, -306.34505 hartree.
Let's list relative energy (zero: lowest compared OMol25 entry of this formula, charge and spin) in order: 0.75, 0.00, 108.66, 101.18 kcal per mole.
Let's list molecular weight in order: 269.10, 775.57, 115.16, 86.09 g/mol.